[1]
Computed, not measured: a cluster of 2 separate species, C4H10O2 in total, with the ωB97M-V functional and the def2-TZVPD basis.

As for the total energy: -8401.2677 eV. Its SMILES is C=CO.COC. The maximum force comes out at 0.09053 hartree/bohr. The calculation puts the HOMO energy at -7.246 eV. The energy above the lowest of the compared OMol25 structures with the same formula, charge and spin is 98.7 kcal/mol. The gap between HOMO and LUMO is 7.85 eV.

Last column: Löwdin charge in e.
Cartesian coordinates (Å):
C: 0.199 -0.189 -2.019  0.09
C: -0.689 -1.460 0.174  -0.12
O: 0.258 -0.540 -0.356  -0.32
H: -0.836 -2.298 -0.517  0.08
H: -0.556 0.584 -2.186  0.07
H: 1.211 0.114 -2.234  0.07
H: -0.081 -1.124 -2.499  0.07
H: -1.641 -0.944 0.351  0.09
H: -0.297 -1.880 1.099  0.09
C: 0.366 1.071 0.753  -0.37
C: 0.920 0.689 1.941  -0.02
O: -0.950 1.498 0.772  -0.02
H: -1.152 1.908 -0.081  0.09
H: 0.979 1.579 -0.006  0.12
H: 0.313 0.586 2.824  0.04
H: 1.956 0.405 1.985  0.04

[2]
Computed, not measured: a structure of composition C31H25BrN7O3SeY, with the ωB97M-V functional and the def2-TZVPD basis.

As for the total energy: -185547.4048 eV. As for the total charge: +2. The maximum force comes out at 0.01115 hartree/bohr. The calculation puts the HOMO energy at -12.598 eV. The energy above the lowest of the compared OMol25 structures with the same formula, charge and spin is 0.0 kcal/mol. The gap between HOMO and LUMO is 6.31 eV.

Last column: Löwdin charge in e.
Cartesian coordinates (Å):
Y: 1.412 0.925 0.391  1.65
C: 4.400 -0.428 0.494  -0.02
O: 3.743 0.815 0.859  -0.32
C: 4.430 2.007 0.406  -0.14
C: 3.761 2.614 -0.802  -0.16
O: 2.400 2.925 -0.446  -0.32
C: 1.735 3.709 -1.460  -0.03
H: 4.290 -0.608 -0.576  0.10
H: 3.920 -1.221 1.061  0.10
H: 5.451 -0.366 0.768  0.11
H: 5.465 1.765 0.164  0.15
H: 4.423 2.709 1.240  0.14
H: 3.756 1.938 -1.661  0.14
H: 4.291 3.533 -1.063  0.15
H: 2.246 4.664 -1.569  0.11
H: 0.717 3.881 -1.117  0.10
H: 1.729 3.163 -2.404  0.11
Br: -5.829 -1.737 -2.468  0.76
C: -4.279 -2.801 -2.681  -0.69
C: -3.276 -2.379 -3.541  -0.12
C: -2.131 -3.146 -3.694  -0.02
C: -2.013 -4.341 -2.995  -0.26
C: -3.056 -4.791 -2.193  -0.02
C: -4.184 -4.008 -2.005  -0.11
N: -0.909 -5.258 -3.112  0.10
N: 0.276 -4.914 -3.020  0.10
C: 0.645 -3.569 -2.630  -0.22
C: 1.251 -2.754 -3.539  -0.01
C: 1.611 -1.432 -3.200  0.03
C: 1.410 -0.951 -1.935  -0.34
O: 1.705 0.311 -1.563  -0.26
C: 0.900 -1.840 -0.938  -0.15
N: 0.835 -1.384 0.358  -0.01
C: 0.357 -2.186 1.295  -0.10
C: -0.055 -3.497 1.041  -0.02
C: 0.032 -3.978 -0.239  0.05
C: 0.506 -3.151 -1.278  -0.08
H: -3.396 -1.466 -4.109  0.11
H: -1.363 -2.819 -4.378  0.11
H: -2.977 -5.764 -1.724  0.12
H: -4.989 -4.347 -1.368  0.11
H: 1.411 -3.110 -4.548  0.13
H: 2.034 -0.778 -3.952  0.13
H: 0.318 -1.791 2.305  0.12
H: -0.414 -4.111 1.853  0.12
H: -0.247 -5.001 -0.451  0.13
Se: -4.468 3.892 4.977  1.23
N: -2.695 3.879 5.146  -0.20
C: -2.221 3.269 4.093  -0.34
C: -0.798 3.042 3.873  -0.07
C: 0.171 3.449 4.794  0.05
C: 1.497 3.166 4.552  0.00
C: 1.824 2.474 3.394  -0.09
N: 0.917 2.090 2.497  0.00
C: -0.385 2.379 2.717  -0.13
C: -1.375 1.946 1.708  -0.13
N: -0.920 1.369 0.573  -0.01
C: -1.791 0.925 -0.335  -0.08
C: -3.165 1.025 -0.163  0.01
C: -3.641 1.636 0.976  0.06
C: -2.740 2.116 1.931  -0.06
C: -3.181 2.797 3.143  -0.34
N: -4.436 3.023 3.423  -0.20
H: -0.144 3.972 5.688  0.14
H: 2.271 3.460 5.245  0.13
H: 2.853 2.204 3.184  0.11
H: -1.373 0.468 -1.226  0.12
H: -3.836 0.634 -0.914  0.11
H: -4.703 1.754 1.150  0.14

[3]
Computed, not measured: a structure of composition C22H44N3OP2Ti, with the ωB97M-V functional and the def2-TZVPD basis.

As for the total energy: -71723.6929 eV. As for the total charge: +2. The maximum force comes out at 0.12295 hartree/bohr. Its spin multiplicity is 2. The calculation puts the HOMO energy (alpha / beta) at -14.369 / -14.735 eV. The gap between HOMO and LUMO (alpha / beta) is 7.76 / 8.05 eV.

Last column: Löwdin charge in e.
Cartesian coordinates (Å):
Ti: -1.025 -0.119 0.271  0.61
P: -0.124 -2.337 -0.430  1.03
P: -0.152 2.315 -0.179  1.05
N: -0.143 0.192 -2.939  -0.04
C: 0.003 -2.285 -2.258  -0.29
H: 0.563 -3.171 -2.573  0.10
H: -0.997 -2.404 -2.684  0.10
C: 0.688 -1.064 -2.873  -0.25
H: 1.646 -0.804 -2.375  0.10
H: 0.930 -1.378 -3.926  0.14
C: 0.737 1.407 -2.719  -0.26
H: 1.036 1.836 -3.724  0.15
H: 1.667 1.074 -2.209  0.10
C: 0.013 2.543 -2.004  -0.31
H: -0.990 2.654 -2.425  0.09
H: 0.543 3.481 -2.210  0.09
C: 1.346 3.273 0.457  -0.49
C: 1.667 2.982 1.925  -0.10
H: 2.500 3.620 2.251  0.10
H: 1.982 1.945 2.065  0.05
H: 0.826 3.186 2.596  0.06
C: -1.651 3.285 0.397  -0.53
C: -1.664 3.484 1.913  -0.10
H: -2.652 3.857 2.209  0.10
H: -0.930 4.226 2.252  0.08
H: -1.512 2.548 2.463  0.05
C: -1.627 -3.329 0.054  -0.56
C: -1.652 -3.653 1.550  -0.10
H: -2.651 -4.039 1.794  0.10
H: -1.507 -2.759 2.176  0.06
H: -0.924 -4.427 1.826  0.08
C: 1.365 -3.329 0.118  -0.49
C: 1.674 -3.183 1.612  -0.09
H: 2.500 -3.859 1.877  0.10
H: 0.828 -3.449 2.254  0.06
H: 2.000 -2.168 1.857  0.06
C: 0.956 -0.071 0.291  -0.32
O: 2.145 -0.046 0.298  0.09
C: -1.886 4.603 -0.346  -0.09
H: -1.133 5.360 -0.099  0.07
H: -1.910 4.463 -1.431  0.08
H: -2.863 5.002 -0.039  0.10
C: -1.866 -4.564 -0.816  -0.09
H: -2.849 -4.976 -0.547  0.10
H: -1.891 -4.301 -1.879  0.07
H: -1.115 -5.341 -0.640  0.06
C: 1.364 -4.814 -0.272  -0.09
H: 2.369 -5.224 -0.093  0.10
H: 0.683 -5.406 0.353  0.08
H: 1.131 -4.991 -1.328  0.08
C: 1.361 4.790 0.217  -0.09
H: 0.684 5.325 0.897  0.08
H: 2.371 5.172 0.435  0.10
H: 1.129 5.080 -0.814  0.08
H: 2.158 2.832 -0.146  0.11
H: 2.181 -2.833 -0.434  0.11
H: -2.484 2.600 0.144  0.10
H: -2.487 -2.666 -0.148  0.06
H: -0.464 0.289 -3.886  0.11
H: -2.344 -1.021 0.544  -0.03
N: -2.124 -0.322 6.208  0.18
C: -1.753 -0.227 4.911  -0.27
C: -0.379 -0.222 4.564  0.03
C: -0.043 -0.133 3.228  -0.10
N: -0.996 0.009 2.274  -0.14
C: -2.328 0.075 2.600  -0.17
C: -2.739 -0.119 3.899  0.02
H: -1.430 -0.370 6.947  0.13
H: -3.106 -0.317 6.442  0.13
H: 0.405 -0.296 5.325  0.13
H: 0.996 -0.152 2.904  0.11
H: -3.088 0.294 1.841  0.11
H: -3.812 -0.157 4.115  0.14

[4]
Computed, not measured: a cluster of 2 separate species, C13H26N2O7P in total, with the ωB97M-V functional and the def2-TZVPD basis.

As for the total energy: -40505.0464 eV. As for the total charge: -1. The maximum force comes out at 0.01502 hartree/bohr. The calculation puts the HOMO energy at -1.604 eV. The energy above the lowest of the compared OMol25 structures with the same formula, charge and spin is 0.0 kcal/mol. The gap between HOMO and LUMO is 3.83 eV.

Last column: Löwdin charge in e.
Cartesian coordinates (Å):
C: -2.296 0.749 -0.543  0.03
C: -3.005 1.461 0.563  -0.40
O: -2.635 1.633 1.676  0.17
N: -4.341 2.052 0.208  0.01
O: -4.841 1.354 -0.949  -0.21
P: -6.422 1.007 -0.852  0.34
O: -7.214 1.869 -1.724  -0.24
O: -6.488 -0.547 -1.179  -0.08
O: -6.782 0.979 0.681  -0.08
C: -4.195 3.463 -0.128  -0.44
C: -4.398 3.864 -1.562  0.02
O: -3.931 4.218 0.759  0.13
H: -2.387 1.292 -1.484  0.08
H: -2.739 -0.236 -0.695  0.10
H: -1.238 0.629 -0.286  0.08
H: -5.986 -0.755 -1.976  0.09
H: -6.294 1.642 1.191  0.09
H: -5.459 3.820 -1.819  0.08
H: -3.858 3.211 -2.244  0.09
H: -4.051 4.890 -1.651  0.09
C: 2.500 -2.412 2.454  -0.05
C: 2.653 -1.115 1.636  -0.53
C: 4.146 -0.758 1.553  -0.17
C: 4.967 -1.653 0.618  -0.19
C: 4.132 -2.211 -0.545  -0.16
C: 2.876 -1.394 -0.865  -0.56
N: 2.037 -1.343 0.317  -0.21
O: 0.867 -0.605 0.090  -0.33
C: 2.094 -2.150 -1.942  -0.07
C: 3.260 -0.018 -1.448  -0.04
C: 1.958 0.010 2.397  -0.07
H: 1.440 -2.659 2.535  0.08
H: 2.914 -2.310 3.466  0.07
H: 3.004 -3.245 1.959  0.06
H: 4.232 0.278 1.218  0.09
H: 4.574 -0.776 2.562  0.11
H: 5.804 -1.068 0.224  0.10
H: 5.417 -2.479 1.176  0.09
H: 4.757 -2.287 -1.441  0.10
H: 3.810 -3.231 -0.313  0.10
H: 1.743 -3.102 -1.540  0.08
H: 2.729 -2.346 -2.815  0.07
H: 1.229 -1.569 -2.256  0.06
H: 3.856 -0.135 -2.360  0.07
H: 3.839 0.583 -0.746  0.06
H: 2.350 0.531 -1.692  0.06
H: 2.428 0.119 3.383  0.07
H: 0.901 -0.203 2.530  0.07
H: 2.042 0.954 1.860  0.07

> Which of these has the lowest maximum force?

C31H25BrN7O3SeY

> What is the maximum force in the third record?

0.12295 hartree/bohr